Version w
{
  "formula": "C13H19N5O2S",
  "method": "the ωB97M-V functional and the def2-TZVPD basis",
  "homo_energy_ev": -8.078,
  "mol_weight_da": 309.4,
  "smiles": "CN(C)Cn1c(=S)n(CN(C)C)c2c([N+](=O)[O-])cccc21",
  "orbital_gap_ev": 7.43,
  "symbols": ["C", "N", "C", "C", "N", "C", "S", "N", "C", "N", "C", "C", "C", "C", "N", "O", "O", "C", "C", "C", "C", "H", "H", "H", "H", "H", "H", "H", "H", "H", "H", "H", "H", "H", "H", "H", "H", "H", "H", "H"],
  "positions_angstrom": [[0.224, -4.098, -2.352], [0.827, -2.833, -1.781], [2.230, -2.539, -2.237], [-0.015, -1.653, -1.764], [0.605, -0.491, -0.997], [0.291, 0.806, -1.425], [-0.181, 1.494, -2.904], [0.479, 1.600, -0.312], [-0.491, 2.719, -0.239], [-1.741, 2.324, 0.595], [-2.293, 3.355, 1.558], [-2.614, 1.351, -0.036], [0.826, 0.838, 0.777], [0.939, 1.020, 2.176], [0.737, 2.254, 2.850], [0.187, 2.199, 3.902], [1.096, 3.295, 2.220], [1.363, -0.074, 3.010], [1.444, -1.346, 2.471], [1.073, -1.550, 1.149], [0.981, -0.404, 0.284], [-0.009, -4.079, -3.414], [0.942, -4.884, -2.090], [-0.687, -4.286, -1.819], [2.287, -1.561, -2.595], [2.312, -3.145, -3.161], [3.016, -2.789, -1.558], [-0.210, -1.443, -2.760], [-1.036, -1.982, -1.398], [-0.763, 3.095, -1.229], [0.080, 3.474, 0.272], [-2.979, 2.895, 2.277], [-1.493, 3.819, 2.181], [-2.880, 4.138, 1.043], [-3.328, 0.958, 0.663], [-3.235, 1.847, -0.644], [-2.024, 0.602, -0.659], [1.400, 0.000, 4.072], [1.702, -2.298, 3.004], [0.940, -2.626, 0.871]],
  "lowdin_charge": [-0.0642, -0.2591, -0.0501, -0.1421, 0.0350, -0.7156, 0.6322, 0.0081, -0.1309, -0.2076, -0.0653, -0.0801, -0.0936, -0.0598, -0.3414, 0.1171, 0.0426, 0.0114, -0.0878, 0.0264, -0.1811, 0.0769, 0.0868, 0.0647, 0.0556, 0.0857, 0.0710, 0.0771, 0.1490, 0.0583, 0.0970, 0.0745, 0.0725, 0.0749, 0.0795, 0.0316, 0.0922, 0.1085, 0.1251, 0.1251]
}



Version x
{
  "formula": "C13H19N5O2S",
  "method": "the ωB97M-V functional and the def2-TZVPD basis",
  "homo_energy_ev": -9.682,
  "mol_weight_da": 309.4,
  "smiles": "Cc1cc(C)c(S(=O)(=O)NC(C)C)c(C)c1-n1cnnn1",
  "orbital_gap_ev": 10.02,
  "symbols": ["C", "C", "C", "C", "C", "C", "S", "O", "O", "N", "C", "C", "C", "C", "C", "C", "N", "C", "N", "N", "N", "H", "H", "H", "H", "H", "H", "H", "H", "H", "H", "H", "H", "H", "H", "H", "H", "H", "H", "H"],
  "positions_angstrom": [[-1.884, -3.224, -2.234], [-1.417, -2.014, -1.490], [-0.766, -0.975, -2.132], [-0.329, 0.156, -1.453], [0.370, 1.230, -2.214], [-0.565, 0.249, -0.079], [0.023, 1.767, 0.711], [-0.455, 2.899, -0.021], [-0.212, 1.788, 2.130], [1.688, 1.609, 0.456], [2.441, 2.806, 0.854], [2.500, 3.761, -0.333], [3.836, 2.405, 1.317], [-1.225, -0.765, 0.610], [-1.544, -0.717, 2.073], [-1.623, -1.895, -0.116], [-2.275, -2.952, 0.553], [-1.798, -3.814, 1.482], [-2.751, -4.649, 1.797], [-3.804, -4.298, 1.071], [-3.547, -3.308, 0.329], [-2.965, -3.324, -2.145], [-1.434, -4.128, -1.824], [-1.623, -3.152, -3.286], [-0.594, -1.046, -3.195], [1.375, 1.370, -1.823], [0.420, 0.979, -3.270], [-0.153, 2.174, -2.087], [1.983, 0.807, 0.997], [1.909, 3.296, 1.683], [3.011, 4.676, -0.046], [1.492, 4.004, -0.656], [3.038, 3.300, -1.158], [3.783, 1.758, 2.190], [4.358, 1.880, 0.519], [4.405, 3.292, 1.581], [-0.845, -1.337, 2.635], [-1.471, 0.294, 2.454], [-2.550, -1.094, 2.253], [-0.802, -3.808, 1.868]],
  "lowdin_charge": [-0.0267, -0.1794, 0.0148, -0.2251, -0.0463, -0.1584, 0.6977, -0.2799, -0.2988, -0.1151, -0.4753, -0.0595, -0.0552, -0.1499, -0.0215, -0.1320, -0.0782, -0.1377, 0.0227, -0.0422, 0.0569, 0.0794, 0.0912, 0.0806, 0.1203, 0.0695, 0.0848, 0.0801, 0.1085, 0.1339, 0.0817, 0.0624, 0.0824, 0.0791, 0.0840, 0.0833, 0.0927, 0.0543, 0.0957, 0.1255]
}



Of them, the most stable is version x and the least stable is version w.



Version w
{
  "formula": "C8H12O2",
  "method": "the ωB97M-V functional and the def2-TZVPD basis",
  "total_charge": 1,
  "homo_energy_ev": [-13.520, -13.510],
  "spin_multiplicity": 2,
  "s2": 0.76,
  "mol_weight_da": 140.2,
  "orbital_gap_ev": [9.10, 5.38],
  "symbols": ["C", "O", "H", "H", "H", "H", "C", "C", "C", "C", "C", "C", "C", "O", "H", "H", "H", "H", "H", "H", "H", "H"],
  "positions_angstrom": [[2.160, -1.658, -0.581], [2.751, -1.330, 0.665], [2.029, -1.237, 1.301], [1.723, -2.663, -0.613], [2.995, -1.577, -1.293], [1.429, -0.994, -1.032], [-0.534, 1.095, -2.690], [-0.804, 0.185, 1.348], [-1.387, -0.731, 0.415], [-0.231, 1.399, 1.007], [-1.466, -0.370, -0.922], [-0.266, 1.713, -0.322], [-0.770, 0.785, -1.286], [-0.564, -0.381, 2.571], [-1.350, -0.281, 3.137], [-1.831, -1.584, 0.916], [0.151, 2.130, 1.689], [-1.883, -1.016, -1.680], [0.167, 2.671, -0.573], [0.503, 1.408, -2.871], [-1.127, 1.918, -3.117], [-0.758, 0.279, -3.379]],
  "lowdin_charge": [-0.1625, -0.0910, 0.0640, 0.0885, 0.0940, 0.0431, -0.0109, -0.2281, 0.0842, 0.0538, 0.0349, 0.0555, -0.2013, 0.0971, 0.1564, 0.1458, 0.1425, 0.1401, 0.1454, 0.1192, 0.1274, 0.1019]
}



Version x
{
  "formula": "C8H12O2",
  "method": "the ωB97M-V functional and the def2-TZVPD basis",
  "total_charge": 1,
  "homo_energy_ev": [-13.548, -13.548],
  "spin_multiplicity": 2,
  "s2": 0.77,
  "mol_weight_da": 140.2,
  "orbital_gap_ev": [9.74, 5.87],
  "symbols": ["C", "O", "H", "H", "H", "H", "C", "C", "C", "C", "C", "C", "C", "O", "H", "H", "H", "H", "H", "H", "H", "H"],
  "positions_angstrom": [[-0.388, 0.827, -3.795], [-0.452, -0.074, -2.702], [-0.506, -1.085, -3.051], [-0.652, 0.362, -4.777], [0.653, 1.203, -3.970], [-1.028, 1.670, -3.611], [2.120, 0.071, -0.009], [-0.180, -0.559, 0.316], [0.995, -0.010, 0.891], [-1.296, -0.720, 1.122], [-1.299, -0.284, 2.467], [0.959, 0.401, 2.247], [-0.153, 0.236, 3.036], [-2.493, -0.448, 3.135], [-0.096, -0.881, -0.761], [-2.341, -0.942, 0.761], [2.361, 1.145, -0.221], [1.728, -0.143, -1.142], [1.913, 0.732, 2.746], [-2.888, -1.384, 2.937], [-0.014, 0.318, 4.157], [3.056, -0.436, 0.222]],
  "lowdin_charge": [-0.1646, -0.2081, 0.1703, 0.0947, 0.0873, 0.0706, -0.0207, 0.0268, -0.2083, 0.0516, -0.2413, 0.0333, 0.0330, 0.1025, 0.1134, 0.1604, 0.1272, 0.1379, 0.1594, 0.1983, 0.1684, 0.1081]
}



Of them, the most stable is version w and the least stable is version x.



Version w
{
  "formula": "C31H36BF4HgN10O2P2S2Se",
  "method": "the ωB97M-V functional and the def2-TZVPD basis",
  "homo_energy_ev": [-5.199, -8.342],
  "spin_multiplicity": 2,
  "s2": 0.77,
  "mol_weight_da": 1073.1,
  "orbital_gap_ev": [4.95, 8.14],
  "symbols": ["Hg", "Se", "N", "C", "C", "C", "C", "C", "N", "C", "C", "N", "C", "C", "C", "C", "C", "N", "H", "H", "H", "H", "H", "H", "N", "C", "N", "C", "C", "S", "C", "C", "S", "C", "N", "N", "H", "H", "H", "H", "H", "H", "C", "P", "C", "C", "C", "P", "C", "C", "H", "H", "H", "H", "H", "H", "H", "H", "H", "H", "H", "H", "H", "H", "H", "H", "O", "C", "N", "C", "O", "C", "C", "C", "C", "N", "C", "H", "H", "H", "H", "H", "H", "H", "H", "F", "B", "F", "F", "F"],
  "positions_angstrom": [[0.147, 0.039, 0.095], [0.017, 5.437, 5.916], [-1.244, 4.438, 5.130], [-0.658, 3.731, 4.204], [-1.357, 2.788, 3.339], [-2.712, 2.568, 3.424], [-3.328, 1.657, 2.560], [-2.533, 0.983, 1.653], [-1.220, 1.174, 1.551], [-0.592, 2.077, 2.365], [0.796, 2.287, 2.205], [1.465, 1.591, 1.226], [2.771, 1.793, 1.067], [3.527, 2.652, 1.831], [2.866, 3.373, 2.849], [1.521, 3.201, 3.035], [0.774, 3.934, 4.058], [1.318, 4.796, 4.868], [-3.282, 3.108, 4.168], [-4.385, 1.447, 2.611], [-2.958, 0.247, 0.982], [3.237, 1.225, 0.264], [4.585, 2.765, 1.646], [3.400, 4.065, 3.486], [-0.903, 3.553, -0.589], [-1.621, 2.698, -1.379], [-1.473, 1.412, -1.334], [-2.263, 0.781, -2.264], [-3.001, 1.597, -3.055], [-2.732, 3.241, -2.596], [-2.257, -0.682, -2.221], [-2.992, -1.537, -2.967], [-2.750, -3.152, -2.418], [-1.674, -2.562, -1.202], [-1.480, -1.271, -1.246], [-1.046, -3.397, -0.328], [-0.522, 3.120, 0.244], [-1.294, 4.469, -0.434], [-3.706, 1.344, -3.827], [-3.685, -1.310, -3.758], [-1.563, -4.237, -0.099], [-0.796, -2.909, 0.526], [1.291, -2.908, -2.503], [1.907, -1.463, -1.571], [3.416, -2.159, -0.813], [2.626, -0.530, -2.996], [3.075, 0.900, -2.698], [1.632, 1.923, -2.183], [0.792, 2.124, -3.804], [2.420, 3.570, -2.025], [1.049, -3.719, -1.819], [2.055, -3.237, -3.210], [0.388, -2.641, -3.052], [4.000, -2.701, -1.559], [3.144, -2.839, -0.006], [4.031, -1.365, -0.388], [1.862, -0.526, -3.779], [3.457, -1.128, -3.381], [3.561, 1.338, -3.575], [3.812, 0.909, -1.889], [1.498, 2.353, -4.606], [0.075, 2.943, -3.727], [0.229, 1.226, -4.063], [2.971, 3.848, -2.927], [3.099, 3.576, -1.172], [1.643, 4.311, -1.837], [-1.733, -6.714, 3.067], [-1.211, -6.075, 4.203], [-0.462, -4.889, 3.843], [0.844, -4.717, 4.133], [1.503, -5.489, 4.807], [1.503, -3.505, 3.519], [2.832, -3.251, 3.828], [3.458, -2.166, 3.240], [2.738, -1.386, 2.347], [1.464, -1.617, 2.035], [0.864, -2.646, 2.637], [-2.334, -6.100, 2.623], [-0.525, -6.765, 4.687], [-2.009, -5.802, 4.900], [-0.949, -4.238, 3.248], [3.341, -3.915, 4.514], [4.487, -1.920, 3.462], [3.200, -0.528, 1.876], [-0.182, -2.761, 2.394], [-2.484, -3.883, 2.190], [-2.979, -2.556, 1.963], [-3.706, -2.534, 0.777], [-3.705, -2.130, 3.048], [-1.818, -1.739, 1.795]],
  "lowdin_charge": [0.9995, 1.0657, -0.2368, -0.3381, -0.1071, -0.0050, -0.0413, -0.1426, -0.0149, -0.2054, -0.1949, -0.0229, -0.2352, -0.0749, -0.0159, -0.1064, -0.3363, -0.2372, 0.1148, 0.1050, 0.1077, 0.0773, 0.0950, 0.1117, 0.1294, -0.7239, 0.0049, -0.3470, -0.3401, 1.0497, -0.3364, -0.3324, 1.0847, -0.7256, 0.0209, 0.1238, 0.0624, 0.1026, 0.0743, 0.0759, 0.1075, 0.0512, -0.2743, 0.8393, -0.2699, -0.4267, -0.4365, 0.8167, -0.2758, -0.2772, 0.0347, 0.0516, 0.0326, 0.0500, 0.0358, 0.0350, 0.0715, 0.0843, 0.0827, 0.0631, 0.0473, 0.0231, 0.0313, 0.0425, 0.0258, 0.0284, -0.0335, -0.2315, 0.1057, -0.4359, 0.0591, -0.0855, 0.0097, -0.0359, -0.1632, 0.0523, -0.0703, 0.0709, 0.1244, 0.1317, 0.0916, 0.1235, 0.1081, 0.0791, 0.0759, 0.0701, -1.2547, 0.1302, 0.1615, 0.0377]
}



Version x
{
  "formula": "C31H36BF4HgN10O2P2S2Se",
  "method": "the ωB97M-V functional and the def2-TZVPD basis",
  "homo_energy_ev": [-5.132, -8.339],
  "spin_multiplicity": 2,
  "s2": 0.77,
  "mol_weight_da": 1073.1,
  "orbital_gap_ev": [4.94, 8.19],
  "symbols": ["Hg", "Se", "N", "C", "C", "C", "C", "C", "N", "C", "C", "N", "C", "C", "C", "C", "C", "N", "H", "H", "H", "H", "H", "H", "N", "C", "N", "C", "C", "S", "C", "C", "S", "C", "N", "N", "H", "H", "H", "H", "H", "H", "C", "P", "C", "C", "C", "P", "C", "C", "H", "H", "H", "H", "H", "H", "H", "H", "H", "H", "H", "H", "H", "H", "H", "H", "O", "C", "N", "C", "O", "C", "C", "C", "C", "N", "C", "H", "H", "H", "H", "H", "H", "H", "H", "F", "B", "F", "F", "F"],
  "positions_angstrom": [[-0.391, 0.023, -0.332], [-2.344, -6.427, 3.864], [-1.482, -6.181, 2.318], [-1.465, -4.899, 2.087], [-0.847, -4.294, 0.913], [-0.225, -5.038, -0.063], [0.348, -4.404, -1.168], [0.286, -3.025, -1.229], [-0.312, -2.280, -0.306], [-0.900, -2.872, 0.780], [-1.553, -2.056, 1.732], [-1.598, -0.693, 1.531], [-2.215, 0.073, 2.427], [-2.816, -0.395, 3.573], [-2.779, -1.785, 3.807], [-2.166, -2.611, 2.904], [-2.117, -4.062, 3.081], [-2.645, -4.681, 4.097], [-0.188, -6.114, 0.050], [0.862, -4.955, -1.941], [0.745, -2.488, -2.051], [-2.238, 1.136, 2.195], [-3.301, 0.287, 4.256], [-3.234, -2.220, 4.687], [-3.635, -2.070, -1.906], [-2.893, -1.508, -2.907], [-1.843, -0.776, -2.691], [-1.315, -0.291, -3.861], [-1.990, -0.635, -4.985], [-3.336, -1.636, -4.579], [-0.059, 0.468, -3.786], [0.609, 0.971, -4.848], [2.106, 1.658, -4.351], [1.742, 1.221, -2.721], [0.582, 0.639, -2.558], [2.581, 1.545, -1.703], [-3.136, -2.184, -1.031], [-4.220, -2.850, -2.153], [-1.767, -0.399, -6.012], [0.332, 0.940, -5.888], [3.560, 1.579, -1.947], [2.437, 0.954, -0.895], [0.554, 3.945, -1.537], [-0.388, 2.974, -0.306], [0.105, 3.831, 1.236], [-2.050, 3.737, -0.604], [-3.226, 3.026, 0.067], [-3.383, 1.302, -0.571], [-4.022, 1.652, -2.259], [-4.936, 0.786, 0.257], [1.621, 3.843, -1.351], [0.267, 4.996, -1.473], [0.347, 3.578, -2.544], [0.032, 4.913, 1.107], [1.132, 3.566, 1.491], [-0.536, 3.525, 2.063], [-2.197, 3.757, -1.687], [-1.988, 4.780, -0.278], [-4.157, 3.573, -0.108], [-3.079, 2.983, 1.151], [-4.777, 2.442, -2.250], [-4.471, 0.742, -2.660], [-3.208, 1.935, -2.928], [-5.742, 1.503, 0.080], [-4.771, 0.687, 1.331], [-5.233, -0.189, -0.129], [7.187, 0.520, -0.244], [6.982, -0.001, 1.046], [5.586, 0.074, 1.425], [5.153, 0.691, 2.542], [5.889, 1.133, 3.409], [3.656, 0.825, 2.685], [3.160, 1.372, 3.859], [1.792, 1.522, 3.999], [0.972, 1.147, 2.947], [1.430, 0.636, 1.805], [2.748, 0.458, 1.701], [6.677, -0.007, -0.871], [7.547, 0.608, 1.745], [7.324, -1.037, 1.108], [4.934, -0.273, 0.737], [3.859, 1.660, 4.633], [1.359, 1.925, 4.905], [-0.102, 1.256, 3.027], [3.071, -0.023, 0.789], [4.618, -0.752, -1.200], [3.545, -1.641, -1.566], [3.251, -1.471, -2.919], [3.885, -2.937, -1.253], [2.402, -1.234, -0.797]],
  "lowdin_charge": [1.0101, 1.0655, -0.2373, -0.3400, -0.1089, -0.0076, -0.0449, -0.1487, -0.0092, -0.1893, -0.1810, -0.0277, -0.2411, -0.0772, -0.0193, -0.1084, -0.3380, -0.2374, 0.1147, 0.1050, 0.1064, 0.0773, 0.0949, 0.1115, 0.1141, -0.7267, 0.0423, -0.3526, -0.3496, 1.0497, -0.3216, -0.3418, 1.0865, -0.7351, 0.0296, 0.1226, 0.0907, 0.0951, 0.0726, 0.0761, 0.1106, 0.0501, -0.2796, 0.8389, -0.2738, -0.4273, -0.4374, 0.8106, -0.2790, -0.2765, 0.0324, 0.0513, 0.0313, 0.0485, 0.0368, 0.0338, 0.0708, 0.0830, 0.0820, 0.0637, 0.0476, 0.0269, 0.0304, 0.0435, 0.0253, 0.0288, -0.0326, -0.2293, 0.1070, -0.4377, 0.0588, -0.0870, 0.0101, -0.0353, -0.1649, 0.0525, -0.0734, 0.0674, 0.1241, 0.1312, 0.0988, 0.1239, 0.1090, 0.0782, 0.0790, 0.0617, -1.2409, 0.1222, 0.1527, 0.0304]
}



Of them, the most stable is version w and the least stable is version x.